Below is a cluster of 2 separate species, C3H10N5 in total at a distorted geometry, with properties calculated with ωB97M-V/def2-TZVPD.

CARTESIAN COORDINATES (ANGSTROEM)
C (0.91182, 0.47954, 0.03262)
C (2.24404, 1.62010, -0.34443)
C (1.96805, -1.86657, 0.18132)
N (-0.32773, 0.89976, 0.03375)
N (-1.05957, -0.17838, 0.07335)
N (-0.31994, -1.23182, 0.08075)
N (0.91399, -0.87839, -0.00240)
N (-3.53168, 0.44618, 0.06686)
H (2.49186, 1.21537, -1.35183)
H (2.92739, 1.40234, 0.42062)
H (1.56638, 2.50661, -0.21390)
H (1.96938, -2.04322, 1.18757)
H (1.54517, -2.71501, -0.40500)
H (2.90776, -1.31227, -0.21241)
H (-2.59324, -0.08223, 0.12289)
H (-3.48617, 1.19108, -0.52860)
H (-3.76190, 0.65930, 1.04173)
H (-4.36561, -0.11237, -0.18289)

- frontier orbital gap (eV) = 11.387
- highest occupied orbital energy (eV) = -14.419
- net charge = +1